Entry from OMol25: 12 unconnected molecules or ions with the total composition C36H99N3O24 at a distorted geometry (ωB97M-V with the def2-TZVPD basis set).

Results
SMILES: COCCNCCOC.COCCNCCOC.COCCNCCOC.OCCO.OCCO.OCCO.OCCO.OCCO.OCCO.OCCO.OCCO.OCCO
HOMO energy: -8.5 eV
Orbital gap: 8.72 eV
Largest force on an atom: 2.74 eV/A
ΔE to the lowest compared entry with this formula, charge and spin: 339.0 kJ/mol

Each line ends with the Löwdin charge.
Atoms and positions in Å:
C (-2.727, 6.604, -2.048)  -0.205
C (-3.397, 6.800, -0.706)  -0.221
O (-4.314, 5.776, -0.325)  -0.059
O (-1.754, 5.587, -2.061)  -0.088
H (-2.326, 7.591, -2.289)  0.111
H (-3.456, 6.199, -2.754)  0.135
H (-3.802, 7.821, -0.711)  0.118
H (-2.735, 6.854, 0.169)  0.121
H (-4.391, 5.722, 0.629)  0.092
H (-0.881, 5.814, -1.711)  0.048
C (1.442, -1.563, 4.622)  -0.208
C (2.779, -0.948, 5.004)  -0.234
O (2.965, -1.347, 6.366)  -0.073
O (1.139, -1.275, 3.255)  -0.105
H (0.654, -1.195, 5.279)  0.132
H (1.516, -2.652, 4.657)  0.125
H (2.693, 0.135, 4.909)  0.124
H (3.532, -1.487, 4.428)  0.115
H (3.760, -0.952, 6.732)  0.083
H (0.304, -0.777, 3.230)  0.045
C (0.813, 8.742, -4.052)  -0.185
C (1.199, 8.028, -5.356)  -0.236
O (0.295, 8.147, -6.451)  -0.049
O (-0.060, 7.999, -3.159)  -0.115
H (0.268, 9.667, -4.252)  0.123
H (1.753, 9.080, -3.617)  0.117
H (1.643, 7.039, -5.215)  0.116
H (2.089, 8.563, -5.701)  0.120
H (-0.391, 7.479, -6.344)  0.082
H (-0.723, 7.701, -3.793)  0.080
C (2.592, 7.159, -0.714)  -0.239
C (1.875, 6.250, 0.251)  -0.228
O (0.508, 5.997, -0.022)  -0.071
O (1.883, 8.386, -0.859)  -0.060
H (2.782, 6.780, -1.722)  0.105
H (3.571, 7.287, -0.251)  0.125
H (1.934, 6.900, 1.131)  0.126
H (2.395, 5.301, 0.404)  0.119
H (0.009, 6.184, 0.774)  0.095
H (0.989, 8.266, -1.195)  0.058
C (4.970, 0.224, 2.049)  -0.187
C (3.601, 0.855, 1.509)  -0.212
O (2.809, -0.248, 1.129)  -0.112
O (6.013, 1.215, 2.180)  -0.079
H (5.266, -0.481, 1.279)  0.112
H (4.778, -0.204, 3.028)  0.089
H (3.783, 1.598, 0.733)  0.098
H (3.062, 1.277, 2.361)  0.116
H (2.040, -0.404, 1.701)  0.056
H (5.736, 1.836, 2.861)  0.077
C (3.783, -1.474, -2.192)  -0.245
C (3.547, -2.962, -1.931)  -0.234
O (4.531, -3.582, -1.097)  -0.063
O (2.822, -1.041, -3.126)  -0.097
H (4.752, -1.262, -2.656)  0.116
H (3.689, -0.896, -1.266)  0.098
H (3.574, -3.519, -2.869)  0.119
H (2.529, -3.123, -1.561)  0.108
H (4.234, -3.385, -0.202)  0.077
H (2.309, -0.294, -2.772)  0.035
C (-3.220, 2.512, -2.652)  -0.215
C (-4.716, 2.508, -2.372)  -0.226
O (-5.178, 3.841, -2.537)  -0.070
O (-2.478, 2.950, -1.518)  -0.102
H (-3.026, 3.202, -3.473)  0.124
H (-2.890, 1.495, -2.877)  0.111
H (-4.816, 2.199, -1.327)  0.121
H (-5.284, 1.840, -3.020)  0.118
H (-5.137, 4.271, -1.673)  0.054
H (-2.325, 3.904, -1.509)  0.054
C (-2.169, 1.179, 2.869)  -0.207
C (-2.140, 2.337, 1.859)  -0.248
O (-3.346, 2.691, 1.233)  -0.068
O (-0.943, 0.483, 2.824)  -0.120
H (-2.922, 0.401, 2.711)  0.128
H (-2.306, 1.662, 3.837)  0.117
H (-1.299, 2.128, 1.188)  0.093
H (-1.847, 3.238, 2.418)  0.115
H (-3.069, 2.978, 0.348)  0.039
H (-0.927, -0.021, 1.969)  0.046
C (5.776, 3.710, -2.911)  -0.226
C (5.495, 2.216, -2.770)  -0.253
O (6.703, 1.478, -2.702)  -0.060
O (4.604, 4.481, -3.128)  -0.085
H (6.501, 3.968, -3.679)  0.126
H (6.133, 4.098, -1.949)  0.121
H (4.841, 1.803, -3.548)  0.121
H (4.933, 2.000, -1.851)  0.108
H (6.541, 0.737, -2.114)  0.075
H (4.014, 4.453, -2.369)  0.065
C (-0.029, -2.087, 0.477)  -0.047
O (-0.418, -0.710, 0.605)  -0.207
C (-1.010, -0.278, -0.604)  -0.174
C (0.002, -0.060, -1.772)  -0.159
N (1.257, 0.633, -1.471)  -0.054
C (1.046, 2.040, -1.039)  -0.134
C (0.858, 2.876, -2.298)  -0.167
O (0.910, 4.266, -1.940)  -0.206
C (0.866, 5.209, -2.984)  -0.146
H (-0.087, -2.629, 1.418)  0.085
H (0.994, -2.176, 0.105)  0.086
H (-0.665, -2.602, -0.246)  0.079
H (-1.429, 0.719, -0.447)  0.094
H (-1.796, -0.939, -0.973)  0.131
H (-0.524, 0.385, -2.616)  0.120
H (0.350, -1.039, -2.112)  0.092
H (1.751, 0.189, -0.700)  0.072
H (1.922, 2.337, -0.465)  0.110
H (0.159, 2.076, -0.404)  0.097
H (-0.096, 2.700, -2.802)  0.114
H (1.651, 2.739, -3.040)  0.126
H (0.066, 5.097, -3.726)  0.097
H (1.774, 5.221, -3.598)  0.088
H (0.707, 6.184, -2.525)  0.043
C (-1.801, -5.794, 1.902)  -0.137
O (-3.170, -6.073, 2.026)  -0.169
C (-3.786, -5.040, 2.807)  -0.195
C (-5.056, -5.618, 3.464)  -0.195
N (-5.235, -5.058, 4.813)  -0.095
C (-4.509, -5.798, 5.839)  -0.214
C (-4.729, -5.397, 7.275)  -0.185
O (-4.172, -6.457, 8.085)  -0.205
C (-5.103, -7.472, 8.424)  -0.120
H (-1.206, -5.789, 2.827)  0.089
H (-1.491, -4.866, 1.411)  0.076
H (-1.279, -6.605, 1.394)  0.060
H (-4.175, -4.300, 2.098)  0.119
H (-3.041, -4.586, 3.458)  0.112
H (-5.073, -6.696, 3.690)  0.110
H (-5.876, -5.544, 2.750)  0.117
H (-6.240, -5.085, 4.936)  0.104
H (-3.472, -5.878, 5.511)  0.128
H (-4.914, -6.820, 5.751)  0.107
H (-5.791, -5.225, 7.460)  0.122
H (-4.078, -4.608, 7.649)  0.125
H (-4.595, -8.233, 9.014)  0.086
H (-5.484, -7.976, 7.532)  0.077
H (-5.929, -7.086, 9.026)  0.085
C (0.230, -3.391, -4.093)  -0.102
O (-0.621, -3.349, -2.979)  -0.215
C (-1.309, -4.502, -2.584)  -0.213
C (-0.415, -5.722, -2.290)  -0.204
N (-1.304, -6.793, -1.880)  -0.067
C (-0.613, -8.075, -1.723)  -0.203
C (0.220, -8.243, -0.467)  -0.238
O (1.326, -7.365, -0.434)  -0.181
C (2.254, -7.721, 0.558)  -0.117
H (1.035, -4.129, -4.118)  0.085
H (0.776, -2.447, -4.034)  0.071
H (-0.400, -3.384, -4.989)  0.093
H (-2.085, -4.701, -3.335)  0.125
H (-1.813, -4.316, -1.633)  0.113
H (0.309, -5.608, -1.482)  0.110
H (0.173, -6.039, -3.164)  0.111
H (-2.228, -6.774, -2.277)  0.106
H (0.009, -8.257, -2.610)  0.116
H (-1.271, -8.946, -1.775)  0.119
H (0.542, -9.287, -0.576)  0.119
H (-0.404, -8.187, 0.428)  0.109
H (3.295, -7.535, 0.266)  0.085
H (2.237, -8.792, 0.769)  0.085
H (2.249, -7.120, 1.473)  0.084